{"formula": "C28H39GeI2NO5SSe2Te2Ti", "method": "ωB97M-V with the def2-TZVPD basis set", "elements": ["Ti", "C", "C", "C", "C", "O", "Ge", "O", "C", "C", "C", "C", "O", "C", "C", "C", "C", "H", "H", "H", "H", "H", "H", "H", "H", "H", "H", "H", "H", "H", "H", "H", "H", "H", "H", "H", "H", "H", "H", "H", "H", "H", "H", "H", "I", "C", "C", "C", "I", "C", "C", "C", "C", "N", "C", "C", "O", "H", "H", "H", "H", "Se", "Te", "Te", "Se", "C", "S", "O", "C", "C", "C", "C", "C", "C", "H", "H", "H", "H", "H", "H", "H", "H"], "positions_angstrom": [[-1.38495, -0.17160, -0.14555], [1.82252, -1.38891, 1.14327], [-0.52884, -2.30821, 1.87858], [-1.60892, -3.31945, 1.50886], [-0.34994, -2.36142, 3.38866], [-1.04355, -0.97030, 1.54462], [-1.28755, 0.62120, 2.79081], [0.23694, 1.28884, 2.01706], [0.95324, 2.47494, 2.41984], [1.16295, 2.46759, 3.93183], [2.29334, 2.45238, 1.69231], [0.16663, 3.71196, 2.00520], [-2.34497, 1.03944, 1.13418], [-3.47141, 1.98647, 1.12898], [-3.54228, 2.65568, 2.49558], [-4.76623, 1.23144, 0.87779], [-3.21749, 3.01745, 0.04360], [2.72416, -1.76456, 0.66498], [1.47844, -0.52328, 0.58215], [1.81526, -0.00399, 2.68963], [-1.27845, -4.31833, 1.79604], [-2.52574, -3.08908, 2.05269], [-1.82496, -3.33258, 0.44146], [0.12707, -3.30073, 3.66183], [0.25488, -1.54733, 3.77784], [-1.33059, -2.32400, 3.86533], [1.69353, 1.56927, 4.25744], [1.75408, 3.33096, 4.23829], [0.20947, 2.50941, 4.46377], [2.89464, 1.58725, 1.97732], [2.13748, 2.41608, 0.61365], [2.86057, 3.35343, 1.92803], [-0.78295, 3.76735, 2.54132], [0.72978, 4.61749, 2.23265], [-0.03594, 3.69430, 0.93294], [-3.77073, 1.93302, 3.28068], [-2.60904, 3.16769, 2.73906], [-4.33442, 3.40355, 2.49218], [-4.88295, 0.41179, 1.58827], [-5.60424, 1.91845, 1.00424], [-4.80865, 0.82483, -0.12876], [-2.28867, 3.55899, 0.22504], [-3.15983, 2.54668, -0.93950], [-4.04006, 3.73360, 0.02595], [-0.40504, -3.47052, -3.17132], [0.33932, -3.59458, -1.22484], [0.74871, -4.89748, -0.74180], [1.25067, -5.01347, 0.49799], [1.78252, -6.95571, 1.08380], [1.46666, -3.86935, 1.38714], [2.36951, -3.97400, 2.39675], [2.92179, -3.03007, 3.32888], [2.75884, -1.68603, 3.38268], [2.14786, -0.92431, 2.45449], [0.77808, -2.55530, 1.02979], [0.32961, -2.52946, -0.42058], [-0.17859, -1.34905, -0.80981], [0.63108, -5.75584, -1.38595], [2.75795, -4.97397, 2.54876], [3.52642, -3.45965, 4.11609], [3.13768, -1.14169, 4.24091], [-3.29211, -1.41550, -1.10440], [-3.14254, 0.05394, -3.12812], [-0.46961, 0.61412, -3.38661], [-0.07803, 1.73471, -1.25855], [4.13723, -0.85667, -4.44917], [2.78941, -1.36672, -3.38549], [2.02199, -0.08866, -3.11102], [3.73994, -1.73184, -1.92798], [3.78975, -3.05477, -1.51669], [4.56167, -3.38826, -0.40949], [5.25492, -2.39942, 0.27119], [5.17859, -1.07021, -0.13942], [4.41470, -0.72798, -1.24185], [4.64632, -0.00624, -3.99975], [3.70407, -0.58105, -5.40875], [4.81702, -1.69906, -4.57018], [3.23129, -3.81376, -2.05116], [4.60781, -4.41698, -0.07687], [5.84804, -2.66013, 1.13760], [5.71339, -0.30400, 0.40616], [4.32936, 0.30402, -1.55948]], "gap_ev": [5.86, 4.29], "homo_energy_ha": [-0.352, -0.352], "spin_multiplicity": 2, "energy_ha": -10780.10189, "de_lowest_ev": 2.156, "fmax_ev_per_a": 0.21, "charge": 1}